C94H210N4O39 | ωB97M-V/def2-TZVPD

Summary:
Total charge   0
E_HOMO   -8.73 eV
Electronic energy   -6859.9279 Ha
2S+1   1
M   2020.7 Da

Element x y z (Å)
C1 -28.989 -2.804 27.700
O1 -28.274 -3.964 27.970
C2 -28.908 -5.191 28.128
C3 -27.797 -6.190 28.323
O2 -27.034 -5.759 29.427
C4 -26.074 -6.678 29.859
C5 -24.968 -6.826 28.935
O3 -25.187 -7.976 28.085
C6 -24.124 -8.042 27.216
H1 -29.640 -2.912 26.839
H2 -28.337 -1.979 27.480
H3 -29.557 -2.419 28.574
H4 -29.612 -5.443 27.303
H5 -29.542 -5.027 29.041
H6 -27.182 -6.291 27.456
H7 -28.153 -7.172 28.700
H8 -26.516 -7.695 30.006
H9 -25.699 -6.355 30.882
H10 -24.004 -7.123 29.413
H11 -24.780 -5.913 28.356
H12 -23.162 -8.001 27.753
H13 -24.057 -7.223 26.516
H14 -24.189 -8.956 26.621
C7 -17.743 -12.181 28.502
O4 -18.551 -11.521 27.484
C8 -18.201 -12.009 26.168
C9 -18.856 -11.257 24.928
O5 -18.292 -10.027 24.711
C10 -19.097 -8.834 25.067
C11 -18.317 -7.567 24.716
O6 -18.141 -7.352 23.339
C12 -16.873 -6.762 23.023
H15 -17.413 -13.186 28.216
H16 -18.383 -12.245 29.348
H17 -16.978 -11.518 28.759
H18 -18.428 -13.073 26.117
H19 -17.139 -11.928 26.037
H20 -19.976 -11.120 24.988
H21 -18.578 -11.939 24.094
H22 -19.204 -8.728 26.163
H23 -20.102 -8.969 24.619
H24 -17.346 -7.664 25.284
H25 -18.864 -6.701 25.184
H26 -16.885 -5.752 23.442
H27 -16.900 -6.724 21.977
H28 -16.038 -7.394 23.362
C13 -28.544 -13.809 25.977
O7 -29.267 -13.372 24.815
C14 -28.689 -13.928 23.642
C15 -27.346 -13.265 23.260
O8 -26.315 -13.519 24.200
C16 -25.206 -12.625 23.919
C17 -24.423 -12.560 25.205
O9 -25.125 -11.990 26.268
C18 -24.326 -11.799 27.447
H29 -28.030 -14.769 25.748
H30 -29.364 -14.008 26.738
H31 -27.807 -13.127 26.456
H32 -29.282 -13.772 22.773
H33 -28.634 -15.024 23.786
H34 -27.490 -12.190 23.277
H35 -27.123 -13.493 22.250
H36 -25.530 -11.624 23.625
H37 -24.565 -12.968 23.142
H38 -23.413 -12.132 25.042
H39 -24.263 -13.645 25.597
H40 -23.459 -12.481 27.467
H41 -24.959 -11.898 28.370
H42 -23.892 -10.754 27.465
C19 -21.809 -13.512 17.831
O10 -23.054 -13.751 17.166
C20 -23.145 -15.098 16.696
C21 -24.387 -15.130 15.811
O11 -25.683 -14.928 16.341
C22 -26.054 -15.982 17.172
C23 -27.526 -16.259 17.030
O12 -28.069 -16.831 18.247
C24 -29.425 -17.288 18.099
H43 -20.897 -13.686 17.273
H44 -21.830 -14.033 18.823
H45 -21.807 -12.435 17.966
H46 -23.179 -15.779 17.532
H47 -22.373 -15.377 15.925
H48 -24.254 -16.177 15.432
H49 -24.273 -14.439 15.061
H50 -25.871 -15.695 18.193
H51 -25.429 -16.897 17.135
H52 -27.724 -16.908 16.176
H53 -27.922 -15.252 16.818
H54 -29.531 -17.813 17.151
H55 -30.192 -16.545 18.314
H56 -29.563 -17.956 18.997
C25 -14.635 -13.371 27.159
O13 -14.588 -12.969 25.829
C26 -14.503 -13.990 24.944
C27 -15.749 -14.867 24.629
O14 -16.111 -15.721 25.614
C28 -17.263 -16.449 25.286
C29 -17.573 -17.555 26.304
O15 -18.727 -18.257 25.935
C30 -19.214 -19.009 27.029
H57 -13.706 -13.928 27.397
H58 -15.534 -13.995 27.229
H59 -14.688 -12.458 27.680
H60 -13.667 -14.685 25.218
H61 -14.244 -13.486 23.986
H62 -15.425 -15.388 23.740
H63 -16.599 -14.160 24.369
H64 -17.184 -16.843 24.261
H65 -18.115 -15.733 25.178
H66 -17.660 -17.127 27.349
H67 -16.722 -18.201 26.278
H68 -19.996 -19.603 26.548
H69 -19.668 -18.431 27.898
H70 -18.447 -19.656 27.387
C31 -22.247 -10.024 17.318
O16 -21.373 -9.839 18.423
C32 -20.063 -9.350 18.158
C33 -19.478 -9.092 19.516
O17 -19.037 -10.339 20.114
C34 -18.441 -10.192 21.385
C35 -16.931 -9.907 21.170
O18 -16.331 -11.171 20.935
C36 -15.771 -11.820 22.042
H71 -21.931 -10.743 16.611
H72 -22.284 -9.044 16.758
H73 -23.267 -10.191 17.645
H74 -20.098 -8.409 17.590
H75 -19.455 -10.026 17.583
H76 -20.221 -8.605 20.132
H77 -18.671 -8.424 19.379
H78 -18.628 -11.157 21.921
H79 -18.938 -9.331 21.913
H80 -16.498 -9.414 22.103
H81 -16.680 -9.208 20.399
H82 -14.960 -11.254 22.555
H83 -15.413 -12.791 21.737
H84 -16.543 -12.019 22.857
C37 -25.638 -16.974 24.976
O19 -24.926 -18.243 24.987
C38 -23.684 -18.063 24.251
C39 -22.725 -19.098 24.736
O20 -22.922 -20.432 24.391
C40 -23.870 -21.069 25.197
C41 -23.085 -21.995 26.109
O21 -22.308 -22.850 25.287
C42 -22.234 -24.188 25.741
H85 -26.047 -16.757 23.965
H86 -24.858 -16.244 25.249
H87 -26.497 -17.030 25.750
H88 -23.367 -17.089 24.575
H89 -23.834 -18.153 23.244
H90 -22.728 -18.875 25.850
H91 -21.748 -18.801 24.343
H92 -24.499 -21.680 24.544
H93 -24.483 -20.392 25.881
H94 -23.723 -22.610 26.683
H95 -22.448 -21.335 26.726
H96 -23.199 -24.747 25.637
H97 -22.037 -24.198 26.841
H98 -21.496 -24.656 25.155
C43 -24.845 -19.034 14.699
O22 -25.577 -19.150 15.902
C44 -25.046 -20.166 16.688
C45 -25.493 -19.777 18.102
O23 -24.588 -18.818 18.625
C46 -24.885 -18.604 19.976
C47 -24.347 -17.192 20.380
O24 -25.255 -16.644 21.354
C48 -24.772 -15.366 21.664
H99 -23.769 -18.748 14.910
H100 -25.278 -18.320 14.122
H101 -24.762 -19.974 14.160
H102 -23.959 -20.304 16.678
H103 -25.542 -21.154 16.434
H104 -25.564 -20.699 18.751
H105 -26.586 -19.437 18.063
H106 -24.320 -19.373 20.526
H107 -25.965 -18.849 20.141
H108 -24.238 -16.574 19.460
H109 -23.306 -17.355 20.808
H110 -23.698 -15.504 21.898
H111 -25.296 -14.922 22.479
H112 -24.778 -14.744 20.788
C49 -21.847 -12.703 13.803
O25 -20.829 -13.669 13.569
C50 -19.615 -13.455 14.328
C51 -18.794 -14.669 14.604
O26 -19.402 -15.404 15.579
C52 -18.830 -16.682 15.727
C53 -19.469 -17.486 16.852
O27 -19.127 -16.867 18.080
C54 -20.135 -17.121 19.108
H113 -22.751 -13.116 13.316
H114 -21.645 -11.720 13.354
H115 -21.977 -12.505 14.889
H116 -19.849 -12.943 15.273
H117 -18.949 -12.657 13.814
H118 -17.732 -14.344 14.905
H119 -18.735 -15.292 13.688
H120 -17.729 -16.595 15.947
H121 -19.065 -17.109 14.764
H122 -19.239 -18.584 16.696
H123 -20.571 -17.431 16.711
H124 -19.614 -16.827 20.021
H125 -20.418 -18.127 19.186
H126 -21.154 -16.527 18.899
C55 -27.253 -13.249 19.470
O28 -27.102 -12.478 18.329
C56 -25.718 -12.484 18.007
C57 -25.573 -11.969 16.540
O29 -25.564 -10.561 16.506
C58 -25.613 -9.992 15.209
C59 -25.622 -8.526 15.372
O30 -24.304 -8.003 15.560
C60 -24.285 -6.752 16.254
H127 -27.237 -14.347 19.275
H128 -28.293 -13.063 19.822
H129 -26.553 -12.914 20.203
H130 -25.404 -13.537 18.057
H131 -25.114 -11.846 18.712
H132 -26.432 -12.323 15.941
H133 -24.631 -12.357 16.106
H134 -26.483 -10.411 14.666
H135 -24.682 -10.324 14.701
H136 -26.349 -8.342 16.246
H137 -26.133 -7.960 14.545
H138 -24.908 -5.994 15.854
H139 -23.214 -6.521 16.287
H140 -24.574 -6.888 17.313
C61 -22.381 -3.371 27.957
O31 -23.404 -3.144 28.958
C62 -24.121 -1.957 28.958
C63 -25.339 -2.089 28.001
O32 -25.001 -2.062 26.617
C64 -25.815 -2.871 25.822
C65 -24.963 -3.490 24.686
O33 -24.136 -4.475 25.325
C66 -23.380 -5.053 24.345
H141 -22.735 -3.259 26.886
H142 -22.047 -4.380 28.097
H143 -21.592 -2.555 28.077
H144 -23.403 -1.137 28.761
H145 -24.608 -1.820 29.941
H146 -26.112 -1.303 28.198
H147 -25.872 -3.014 28.268
H148 -26.585 -2.245 25.399
H149 -26.315 -3.660 26.427
H150 -24.384 -2.735 24.163
H151 -25.552 -3.997 23.939
H152 -23.987 -5.690 23.702
H153 -22.703 -5.667 24.861
H154 -22.884 -4.313 23.713
C67 -20.926 -16.420 22.711
O34 -20.822 -15.058 22.234
C68 -21.357 -14.132 23.154
C69 -21.410 -12.723 22.495
O35 -22.636 -12.711 21.870
C70 -22.828 -11.534 21.110
C71 -22.702 -10.267 21.918
O36 -23.586 -10.325 22.991
C72 -23.607 -9.111 23.692
H155 -21.967 -16.717 22.552
H156 -20.700 -16.431 23.769
H157 -20.200 -17.059 22.151
H158 -20.849 -14.070 24.149
H159 -22.374 -14.432 23.329
H160 -20.748 -12.585 21.640
H161 -21.275 -11.851 23.175
H162 -23.801 -11.644 20.677
H163 -22.077 -11.502 20.286
H164 -22.933 -9.424 21.207
H165 -21.649 -10.275 22.196
H166 -22.665 -8.952 24.289
H167 -24.455 -9.083 24.382
H168 -23.716 -8.294 22.939
C73 -17.915 -13.333 18.337
O37 -17.539 -14.134 19.441
C74 -18.367 -14.149 20.530
C75 -17.722 -14.935 21.641
O38 -17.752 -16.301 21.477
C76 -16.908 -16.908 20.468
C77 -15.403 -16.676 20.722
O39 -14.961 -17.050 22.027
C78 -13.556 -17.100 22.049
H169 -17.152 -13.512 17.575
H170 -17.975 -12.269 18.756
H171 -18.923 -13.564 18.020
H172 -19.399 -14.521 20.350
H173 -18.602 -13.163 20.935
H174 -18.355 -14.749 22.538
H175 -16.669 -14.657 21.734
H176 -17.230 -16.643 19.455
H177 -17.174 -17.953 20.605
H178 -15.151 -15.596 20.578
H179 -15.021 -17.293 19.870
H180 -13.018 -16.221 21.658
H181 -13.168 -17.937 21.436
H182 -13.137 -17.327 23.051
C79 -18.419 -19.802 22.774
C80 -19.613 -20.584 23.328
C81 -20.565 -21.205 22.311
C82 -21.209 -20.323 21.273
N1 -21.756 -19.615 20.568
H183 -17.920 -19.384 23.618
H184 -18.849 -18.951 22.186
H185 -17.658 -20.245 22.207
H186 -20.131 -19.907 24.017
H187 -19.444 -21.491 23.946
H188 -21.347 -21.669 22.821
H189 -20.139 -22.011 21.730
C83 -29.366 -10.187 24.282
C84 -27.914 -9.922 24.654
C85 -27.696 -8.869 25.743
C86 -27.703 -7.494 25.240
N2 -27.743 -6.388 24.922
H190 -29.729 -9.377 23.704
H191 -30.024 -10.234 25.164
H192 -29.488 -11.131 23.742
H193 -27.248 -9.682 23.804
H194 -27.504 -10.883 25.101
H195 -26.675 -8.936 26.188
H196 -28.432 -8.913 26.504
C87 -26.489 -9.645 21.517
C88 -26.577 -9.311 19.988
C89 -25.280 -8.805 19.439
C90 -24.831 -7.508 20.003
N3 -24.462 -6.543 20.443
H197 -26.366 -8.733 22.105
H198 -25.580 -10.277 21.819
H199 -27.317 -10.288 21.715
H200 -27.391 -8.594 19.849
H201 -26.719 -10.248 19.494
H202 -25.328 -8.796 18.324
H203 -24.490 -9.545 19.626
C91 -21.123 -14.290 28.240
C92 -20.637 -14.664 29.669
C93 -21.726 -15.630 30.259
C94 -21.880 -16.943 29.616
N4 -21.905 -17.979 29.134
H204 -20.535 -13.441 27.817
H205 -22.206 -14.199 28.152
H206 -20.872 -15.086 27.593
H207 -20.487 -13.877 30.324
H208 -19.665 -15.176 29.668
H209 -22.666 -15.137 30.246
H210 -21.711 -15.807 31.333